# 1
A cluster of 11 separate species, H23O11 in total in a non-equilibrium geometry. Source: OMol25; level of theory: ωB97M-V/def2-TZVPD.

Each line ends with the natural charge from an NBO analysis.
CARTESIAN COORDINATES (ANGSTROEM)
O -0.04713 0.34963 -1.59529  -1.02
H -0.12727 1.30513 -1.31327  0.51
H 3.08173 -0.36469 -1.25426  0.56
O 1.88997 -1.10559 0.98249  -1.00
H -0.77291 -0.26647 -1.44494  0.50
H -3.42371 -1.57336 -2.26093  0.49
O -1.58587 2.46728 -0.72755  -1.00
H -0.31376 1.41558 -4.58870  0.47
H -1.17977 1.20272 3.37488  0.46
O -0.94810 -1.74517 0.65676  -0.94
H -1.27899 -2.34439 1.11331  0.47
H 0.32305 -3.27016 -2.38888  0.45
O 3.05924 0.52154 -0.74166  -0.73
H -1.74498 1.11690 1.95363  0.47
H 1.67493 -0.47240 1.60926  0.50
O 0.87902 -0.79396 3.31423  -0.95
H 0.23599 -0.64455 4.11374  0.48
H -1.23787 3.40149 -0.95564  0.51
O -3.13545 -1.54342 -1.34437  -0.99
H -2.50812 2.33745 -0.71065  0.50
O -0.56956 -3.79362 -2.39391  -0.90
H -0.38999 -3.86366 -1.39616  0.45
H 0.92425 -1.61502 0.89678  0.55
O 2.55957 3.43640 2.53731  -0.94
H -3.91946 -2.04262 -0.76504  0.50
H 2.44268 2.46066 2.73401  0.46
O 0.53482 1.20656 -4.15660  -0.94
H 1.63335 3.77038 2.63181  0.47
H 0.23361 1.41578 -3.21077  0.46
O -0.84601 1.17387 2.53384  -0.93
H -1.34601 -1.16414 0.10949  0.50
H 0.84242 -1.76858 3.49093  0.47
H 2.77050 -0.06717 0.13544  0.55
H 2.28984 0.85760 -0.93928  0.52

Forces on the atoms, in the same order (eV/Å):
1.910 0.890 0.207
-1.564 -2.029 0.215
0.345 1.822 -0.164
-1.490 -2.874 -2.920
-0.308 1.003 -0.018
-0.182 -0.208 -0.055
3.585 1.863 -0.327
0.632 -0.210 -0.407
-1.260 0.242 3.513
9.213 5.589 -3.407
-5.866 -7.925 5.806
-2.094 -1.007 -1.614
6.411 -6.653 2.560
3.400 0.316 1.991
-0.901 1.813 2.690
-2.395 -1.671 3.671
1.675 0.759 -2.251
-1.901 -2.176 0.649
-2.783 -1.640 2.754
-1.692 0.660 -0.305
3.740 1.763 3.065
-1.671 -0.715 -1.479
2.801 1.985 -0.262
-1.501 -1.525 0.300
3.104 2.010 -2.640
0.297 1.722 -0.201
-1.526 1.056 1.835
1.140 -0.265 -0.095
0.969 -0.920 -1.996
-2.280 -0.180 -5.592
-3.064 1.941 -2.164
0.914 0.681 -0.898
-0.321 0.348 -0.150
-7.339 3.536 -2.315

Output
multiplicity: 1
energy relative to the best compared isomer or geometry (same formula, charge and spin): 183.8 kcal per mole
total charge: +1
Kohn-Sham gap: 10.3 eV

***

# 2
A structure of composition C26H19F5N5NdO5 in a non-equilibrium geometry. Source: OMol25; level of theory: ωB97M-V/def2-TZVPD.

Each line ends with the natural charge from an NBO analysis.
CARTESIAN COORDINATES (ANGSTROEM)
Nd -5.62857 5.09541 17.53539  1.91
C -5.78310 6.26242 12.68284  -0.27
C -4.54246 6.38576 13.27228  -0.20
C -4.42219 6.85388 14.59686  -0.24
C -5.59259 7.21153 15.25173  0.10
C -6.84089 7.17351 14.62388  -0.20
C -6.94377 6.68040 13.32266  -0.21
N -5.51337 7.42233 16.68070  -0.70
C -5.76269 8.66942 17.14479  0.33
C -5.98102 9.79372 16.22230  -0.31
C -6.31176 11.04506 16.70172  -0.14
C -6.39070 11.24767 18.06384  -0.30
C -6.10326 10.29746 18.97522  -0.11
C -5.74358 8.96203 18.58431  -0.02
N -5.56588 8.08818 19.57805  -0.11
N -5.44613 6.83589 19.34455  -0.37
C -5.35474 6.04876 20.52169  0.36
C -5.22413 6.44555 21.82784  -0.27
C -5.25846 5.49658 22.79405  -0.13
C -5.38265 4.14356 22.40193  -0.26
C -5.38427 3.83192 21.03461  0.07
N -5.36822 4.78488 20.09046  -0.51
H -5.81260 5.89629 11.65973  0.22
H -3.69113 6.12141 12.65499  0.22
H -3.48289 6.99759 15.12339  0.24
H -7.70206 7.37579 15.26384  0.23
H -7.90381 6.67863 12.80603  0.23
H -5.95180 9.65830 15.17434  0.22
H -6.55815 11.96209 16.10604  0.22
H -6.69146 12.21919 18.44242  0.21
H -6.13504 10.51419 20.05462  0.22
H -5.00112 7.51555 22.02141  0.25
H -5.12375 5.78173 23.80456  0.22
H -5.34905 3.39253 23.15834  0.23
H -5.42225 2.84712 20.64267  0.21
O -5.67798 2.58711 17.78377  -0.61
C -4.96039 1.67449 17.41446  0.46
C -3.66466 1.81846 16.89644  -0.34
C -3.01192 0.65573 16.44157  -0.08
C -1.71415 0.75198 16.00861  -0.07
C -1.02709 1.98278 15.93624  -0.13
C -1.67153 3.10869 16.38602  -0.30
C -3.02043 3.05463 16.85731  0.54
O -3.54096 4.15701 17.26866  -0.81
N -1.04995 -0.48226 15.65043  0.53
O 0.03969 -0.36847 15.14487  -0.38
O -1.62130 -1.55464 15.82122  -0.40
H -5.33185 0.63092 17.53598  0.14
H -3.46143 -0.37751 16.52787  0.26
H -0.02329 1.91678 15.49285  0.25
H -1.23531 4.04001 16.35667  0.22
F -8.59845 3.61381 18.24032  -0.35
C -8.25326 4.82217 17.68842  0.15
F -8.70457 4.71288 16.32060  -0.41
C -9.24643 5.81389 18.31037  0.90
F -9.16740 7.13171 17.96275  -0.33
F -9.18784 5.77102 19.67365  -0.33
F -10.51335 5.49990 17.98250  -0.33
O -6.38529 4.11549 15.21928  -0.98
H -6.17310 4.45225 14.32959  0.51
H -7.37279 4.08610 15.37862  0.53

Forces on the atoms, in the same order (eV/Å):
0.349 0.074 -0.089
-0.174 0.111 -0.750
0.484 0.130 0.683
-0.330 -0.041 -0.983
0.096 -0.044 1.131
-0.074 -0.638 0.074
-0.153 0.599 0.495
-0.535 0.843 -0.182
0.477 -0.177 -0.578
-0.343 0.492 1.563
-0.023 -0.255 -1.210
-0.341 1.247 1.786
0.543 -0.959 0.802
-0.634 0.629 -1.427
-0.026 -0.248 0.230
0.032 1.028 0.561
0.182 -0.220 -2.298
0.453 2.184 -0.114
0.020 -1.668 -0.729
0.405 0.755 -0.659
-0.135 1.005 0.784
-0.411 -0.559 1.296
-0.172 0.032 0.136
0.171 -0.012 0.350
-0.018 -0.250 -0.222
0.037 0.186 -0.456
0.223 -0.211 0.202
0.149 -0.429 -0.804
0.426 -1.375 -0.023
0.053 0.004 -0.118
-0.025 -0.184 -0.623
-0.527 -0.881 -0.050
-0.017 0.014 0.908
-0.159 -0.561 0.170
0.008 -0.899 0.033
-0.856 0.672 0.372
-0.880 -0.836 0.476
0.513 -1.260 -0.800
0.117 -0.833 0.645
-0.894 -0.105 0.321
-0.080 -0.392 -0.125
-0.600 -2.318 -0.445
1.222 1.216 0.111
-0.377 0.142 -0.225
-0.415 -0.530 -0.433
0.879 -0.184 -0.217
0.221 0.593 0.099
0.093 0.303 -0.140
0.380 1.473 -0.179
-0.458 0.509 0.446
1.004 1.916 -0.044
-0.134 -0.115 0.084
0.461 0.692 -0.211
-0.158 0.117 0.307
-1.570 0.514 0.601
1.087 -0.854 -0.058
0.451 -0.014 -0.822
-0.199 -0.390 0.068
-0.507 -0.237 0.455
-0.440 -0.050 0.448
1.130 0.250 -0.621

Output
multiplicity: 4
energy relative to the best compared isomer or geometry (same formula, charge and spin): 7.0 kcal per mole
total charge: 0
<S²>: 3.753
Kohn-Sham gap (spin up / spin down): 6.7 / 6.7 eV